4 unconnected molecules or ions with the total composition C19H43NO8PS at a distorted geometry. Source: OMol25; level of theory: the ωB97M-V functional and the def2-TZVPD basis.

Calculated values
Max |F| ... 7.36 eV/Å
Net charge ... -1
Multiplicity ... 1
E_HOMO ... -0.140 Ha
Kohn-Sham gap ... 6.325 eV

Atoms and positions in Å:
N 4.2430 -2.7721 1.0759
C 4.2008 -1.8151 -0.1306
C 3.0054 -0.7152 0.0919
C 3.5557 0.7465 0.6896
O 2.3357 1.5737 0.6530
P 1.0853 0.9626 -0.4514
C 1.4476 2.1963 -1.8616
C 0.7937 3.6853 -1.6797
C -0.8163 3.7191 -1.3858
C -1.7063 2.6148 -2.2036
S -2.8045 1.5338 -1.0964
O -2.5967 1.7716 0.4179
O -4.3352 1.7929 -1.3675
O -2.5271 -0.1177 -1.4282
O 2.1383 -0.3354 -1.0537
H 4.1699 -2.1942 1.9637
H 3.4003 -3.3962 1.0188
H 5.2448 -1.2402 -0.0998
H 4.0741 -2.4774 -1.0926
H 2.4080 -1.1629 1.0174
H 4.0033 0.6823 1.7858
H 4.2348 1.2409 -0.1397
H 0.2240 1.7994 0.3488
H 0.0339 0.4558 -1.3429
H 0.6019 -0.0962 0.4224
H 2.6291 2.3512 -1.9206
H 1.1641 1.6851 -2.9020
H 0.9615 4.2593 -2.7115
H 1.4134 4.3209 -0.8815
H -0.9501 3.6932 -0.2127
H -1.1903 4.8040 -1.7154
H -1.0977 1.9550 -2.9696
H -2.4739 3.2369 -2.8741
H -2.8997 -0.7024 -0.6940
C -4.8667 -3.4433 -2.1317
C -4.3335 -3.3238 -3.5360
C -2.8375 -3.3370 -3.3091
O -2.6012 -4.1305 -2.1379
C -3.8572 -4.3681 -1.4874
H -5.8890 -3.8264 -2.0808
H -4.8423 -2.4632 -1.6407
H -4.6303 -4.2020 -4.1213
H -4.6773 -2.4298 -4.0625
H -2.4563 -2.3293 -3.1125
H -2.2887 -3.7585 -4.1562
H -4.1229 -5.4187 -1.6480
H -3.7546 -4.1944 -0.4127
C -1.9073 -6.2851 1.7833
C -2.9325 -5.4849 2.5445
C -2.0664 -4.6621 3.4732
O -0.8228 -4.4394 2.7941
C -0.7723 -5.2944 1.6436
H -2.2673 -6.6592 0.8216
H -1.5833 -7.1421 2.3858
H -3.4737 -4.8252 1.8561
H -3.6640 -6.0990 3.0757
H -1.8490 -5.2049 4.3991
H -2.5223 -3.7017 3.7306
H -0.9011 -4.6665 0.7552
H 0.2054 -5.7809 1.5883
C 4.0742 7.0333 1.9727
C 3.7360 5.6702 2.5188
C 2.2231 5.6974 2.5241
O 1.8184 6.5484 1.4428
C 2.9717 7.2510 0.9596
H 5.0737 7.0958 1.5350
H 4.0013 7.7815 2.7709
H 4.0932 4.8957 1.8299
H 4.1626 5.4734 3.5056
H 1.8366 6.1305 3.4528
H 1.7854 4.7035 2.3940
H 3.2382 6.8254 -0.0140
H 2.7291 8.3085 0.8236

Cartesian forces, eV/Å:
-0.674 0.860 -0.375
0.059 0.519 0.483
0.217 0.773 0.740
-1.465 -0.094 -1.649
1.788 -1.433 0.177
-1.994 -1.029 0.646
2.084 1.126 -1.098
0.473 0.046 -1.260
0.500 1.132 0.925
0.258 1.073 -1.787
-5.233 0.160 5.173
0.429 -0.874 -5.161
5.443 -0.890 -0.467
-0.444 1.485 0.549
2.700 -0.475 2.095
-0.115 -1.001 -1.548
0.991 1.064 0.282
-2.184 -1.297 -0.477
0.292 1.565 1.810
0.574 0.852 -2.119
-0.764 0.196 -2.318
-0.501 -1.178 1.867
-0.025 0.547 -0.839
-0.107 0.252 0.142
0.341 0.072 0.613
-2.312 -0.114 -0.025
0.407 1.214 2.165
-0.331 -1.109 2.046
-1.678 -1.548 -1.461
-0.086 -0.423 -2.562
0.594 -2.443 0.613
-1.103 1.080 2.048
1.249 -1.719 1.726
0.637 1.644 -0.913
-0.354 0.363 0.438
-0.169 -0.137 -0.606
0.492 0.322 0.005
-0.435 -0.005 0.030
0.329 -0.324 0.047
0.105 0.034 0.033
-0.059 -0.104 -0.053
0.008 0.086 0.008
0.080 -0.087 0.074
-0.014 -0.015 -0.104
0.026 -0.027 0.160
-0.100 -0.042 0.086
0.114 -0.034 -0.072
0.168 -0.623 -0.093
-0.588 0.211 -0.076
0.334 0.234 0.272
-0.369 -0.325 0.012
0.263 0.421 -0.271
0.074 0.055 0.072
-0.033 0.041 -0.086
0.020 -0.065 0.111
0.059 0.083 -0.027
-0.106 -0.010 0.073
0.158 -0.037 -0.024
0.051 -0.100 -0.052
-0.036 0.131 0.069
0.315 0.540 0.202
0.264 -0.616 -0.036
-0.477 -0.171 0.134
0.426 0.130 0.069
-0.328 -0.091 -0.361
-0.105 0.016 0.015
0.040 -0.018 -0.092
-0.080 0.031 0.128
-0.077 0.003 -0.095
0.021 -0.040 0.085
-0.006 0.147 -0.081
0.072 0.075 -0.025
-0.100 -0.083 -0.009

***

5 unconnected molecules or ions with the total composition C19H43NO8S3 at a distorted geometry. Source: OMol25; level of theory: the ωB97M-V functional and the def2-TZVPD basis.

Calculated values
Relative energy (zero: lowest compared OMol25 entry of this formula, charge and spin) ... 0.0 kcal/mol
Max |F| ... 1.67 eV/Å
Net charge ... 0
Multiplicity ... 1
E_HOMO ... -0.329 Ha
Kohn-Sham gap ... 9.509 eV
SMILES string ... O=S1(=O)CCCC1.O=S1(=O)CCCC1.O=S1(=O)CCCC1.COC[C@H](C)N.CC(C)O

Atoms and positions in Å:
O 1.6154 -1.1167 -0.2539
S 1.5262 0.2750 -0.5387
O 0.5961 1.0805 0.2253
C 3.1402 1.0558 -0.3731
C 3.6567 1.1306 -1.8064
C 2.4481 1.4788 -2.6678
C 1.3339 0.5195 -2.2913
H 3.6801 0.4607 0.3579
H 3.0024 2.0742 -0.0112
H 4.4280 1.8943 -1.8863
H 4.0666 0.1560 -2.0833
H 2.6245 1.5201 -3.7408
H 2.0980 2.4921 -2.4192
H 1.5972 -0.4599 -2.7081
H 0.3004 0.7170 -2.5545
O 0.6750 -3.0384 -2.4852
S 0.0971 -3.6838 -1.3271
O 0.8457 -4.0024 -0.1612
C -1.3805 -2.7806 -0.8791
C -2.4065 -3.8622 -0.5387
C -2.2833 -4.9380 -1.6202
C -0.7869 -5.1793 -1.8415
H -1.6592 -2.1516 -1.7251
H -1.2344 -2.0653 -0.0719
H -2.0940 -4.2111 0.4500
H -3.3951 -3.4132 -0.4638
H -2.7649 -4.5816 -2.5289
H -2.7439 -5.8475 -1.2393
H -0.5157 -5.3894 -2.8719
H -0.4658 -5.9747 -1.1731
O 3.6196 -2.8976 1.6481
S 4.4284 -1.8941 2.2565
O 5.4396 -1.2161 1.4931
C 3.3997 -0.6494 3.0796
C 3.4911 -0.9764 4.5592
C 4.9273 -1.4407 4.8204
C 5.1999 -2.4964 3.7493
H 2.4220 -0.7168 2.6090
H 3.9499 0.2633 2.8524
H 3.1813 -0.1192 5.1553
H 2.8480 -1.8134 4.8437
H 5.1148 -1.8684 5.8081
H 5.6770 -0.6394 4.8085
H 4.5421 -3.3275 4.0379
H 6.1792 -2.9262 3.5725
C -3.0868 0.3168 -2.4797
O -3.1285 -0.0754 -1.1268
C -3.9823 0.7651 -0.3795
C -3.9262 0.4642 1.1177
C -5.1553 1.0768 1.7906
N -2.6787 0.8897 1.7273
H -2.6307 1.3101 -2.5870
H -4.0745 0.3164 -2.9539
H -2.4377 -0.4041 -2.9800
H -3.6762 1.8194 -0.5004
H -4.9955 0.6894 -0.8073
H -3.9267 -0.6292 1.1881
H -5.9957 0.3923 1.6232
H -5.4616 2.0574 1.4373
H -4.9826 1.0034 2.8651
H -1.9197 0.2971 1.4214
H -2.4134 1.8201 1.4275
C -1.2668 4.9097 -2.6410
C -0.9499 4.8684 -1.1634
C -2.0465 5.3046 -0.1990
O -0.6173 3.4908 -0.8761
H -2.2175 4.4151 -2.8627
H -0.5098 4.3473 -3.1838
H -1.3177 5.9436 -2.9831
H -0.0442 5.4631 -0.9866
H -1.9046 4.8193 0.7647
H -3.0285 5.0770 -0.6160
H -2.0020 6.3786 0.0022
H -0.0444 3.4322 -0.1043

Cartesian forces, eV/Å:
0.062 -0.891 0.271
-0.172 1.407 0.616
-0.259 -0.034 -0.046
-0.333 0.114 -0.314
0.342 -0.367 0.101
-0.846 1.249 0.040
0.621 -1.227 -0.454
0.370 -0.035 -0.242
-0.257 -0.112 0.222
0.126 -0.129 -0.086
0.090 0.113 -0.157
0.203 -0.368 -0.008
0.212 -0.026 0.088
-0.244 -0.063 0.094
0.006 0.491 0.114
0.260 -0.260 0.132
-1.134 0.573 -0.803
0.711 -0.273 0.648
-0.449 0.563 -0.031
0.647 0.827 0.126
0.128 0.199 0.548
-0.113 -0.091 0.052
-0.065 -0.343 -0.225
0.458 -0.259 0.167
-0.339 -0.409 -0.065
-0.095 -0.177 -0.003
-0.104 -0.175 -0.050
-0.207 -0.106 -0.444
0.030 -0.089 0.007
0.316 0.004 -0.111
-0.240 -0.502 -0.165
0.258 0.314 0.543
0.304 0.416 -0.536
0.544 -0.552 -0.406
0.026 -0.116 0.441
1.331 0.296 0.227
-1.295 -0.877 0.589
-0.086 0.246 0.111
-0.395 0.252 0.042
0.152 -0.003 0.092
-0.225 0.108 -0.244
-0.545 -0.168 0.007
-0.322 0.203 -0.490
0.202 -0.143 -0.199
0.259 0.507 -0.025
0.578 -0.124 0.047
-0.098 0.065 0.162
-0.130 0.519 -0.211
0.076 -0.021 -1.017
-0.093 -1.560 0.376
0.177 0.074 0.283
-0.121 0.009 0.035
-0.040 -0.034 0.085
-0.123 0.043 -0.147
0.035 -0.058 -0.115
-0.051 -0.101 0.291
-0.328 0.061 0.305
-0.063 0.231 -0.201
0.336 0.222 0.142
-0.049 0.633 0.014
0.124 -0.076 -0.084
-0.096 0.152 -0.034
-0.416 0.012 0.103
0.696 -0.857 0.628
0.038 0.599 -0.327
-0.082 0.126 -0.423
-0.042 0.112 0.151
0.190 0.243 -0.048
0.006 -0.057 -0.166
-0.095 0.096 -0.021
-0.105 -0.159 -0.042
-0.052 -0.138 0.218
-0.086 0.023 -0.189
-0.118 -0.115 0.014

***

A molecular structure, C19H43OP3RuS2 at a distorted geometry. Source: OMol25; level of theory: the ωB97M-V functional and the def2-TZVPD basis.

Calculated values
Relative energy (zero: lowest compared OMol25 entry of this formula, charge and spin) ... 33.3 kcal/mol
Max |F| ... 3.82 eV/Å
<S²> ... 6.04
Net charge ... +4
Multiplicity ... 5
E_HOMO (alpha / beta) ... -0.719 / -0.718 Ha
Kohn-Sham gap (alpha / beta) ... 6.696 / 4.054 eV

Atoms and positions in Å:
Ru -0.1173 0.7163 0.8660
P 1.7360 1.6861 1.8048
P -1.5224 0.8195 2.7075
P -1.2117 2.2514 -0.4127
H 0.5627 -5.0632 -7.1298
C 0.7577 -4.0595 -7.5235
C 2.0136 -3.5768 -7.6117
H 2.8746 -4.1723 -7.2871
C 3.0479 0.5749 2.4307
C 1.4500 2.8365 3.1880
C 2.6839 2.6613 0.5904
C -3.1167 -0.0807 2.5148
C -1.0303 0.1933 4.3695
C -2.0761 2.5096 3.1891
C -0.7742 2.4516 -2.1946
C -1.1186 4.0011 0.1388
C -3.0210 1.9142 -0.5323
H -0.1023 -3.4791 -7.8745
H 2.2173 -2.5895 -8.0417
H 3.1219 -0.3085 1.7765
H 2.8144 0.2494 3.4527
H 4.0020 1.1247 2.4362
H 0.9419 2.3283 4.0183
H 0.8411 3.6847 2.8493
H 2.4243 3.2108 3.5380
H 3.1769 1.9792 -0.1170
H 3.4467 3.2387 1.1372
H 2.0233 3.3427 0.0391
H -3.7685 0.0813 3.3896
H -2.8945 -1.1545 2.4267
H -3.6404 0.2452 1.6066
H -1.7457 0.5518 5.1296
H -0.0270 0.5437 4.6485
H -1.0383 -0.9067 4.3715
H -2.6412 2.4548 4.1337
H -2.7219 2.9526 2.4211
H -1.2069 3.1597 3.3506
H -1.3322 3.2640 -2.6840
H -0.9760 1.5252 -2.7464
H 0.2967 2.6680 -2.2938
H -1.8974 4.6268 -0.3275
H -0.1431 4.4238 -0.1335
H -1.2327 4.0735 1.2250
H -3.5023 2.4798 -1.3435
H -3.5428 2.1467 0.4039
H -3.1496 0.8440 -0.7382
C 0.4603 -0.9835 -2.2521
C -0.9023 -1.3444 -2.3340
C -1.3343 -2.2575 -3.2889
C -0.4347 -2.8541 -4.1637
C 0.9137 -2.5082 -4.1071
C 1.3707 -1.5868 -3.1768
S 1.0959 0.1908 -1.1710
H -1.1804 -0.2907 0.2957
H -1.5904 -0.8752 -1.6259
H -2.4011 -2.5011 -3.3359
H -0.7818 -3.5739 -4.9021
H 1.6247 -2.9634 -4.8009
H 2.4164 -1.2981 -3.1295
C 0.4928 -4.0152 1.5542
S 0.8422 -2.2377 1.5603
C 1.2170 -2.0806 3.3127
O 2.1306 -2.0670 0.8117
H -0.2923 -4.2101 2.3004
H 1.4172 -4.5676 1.7860
H 0.1320 -4.2969 0.5530
H 2.2677 -2.3761 3.4281
H 1.0946 -1.0246 3.5928
H 0.5597 -2.7021 3.9314

Cartesian forces, eV/Å:
-1.460 -1.213 -0.518
3.650 0.434 0.820
-2.389 0.587 2.146
-2.066 2.222 -2.314
0.052 0.266 -0.117
-3.408 -1.423 0.008
3.511 1.241 -0.474
-0.229 0.183 -0.088
-0.216 -0.262 0.022
-0.580 0.089 0.026
-0.332 0.033 -0.312
0.218 -0.147 -0.415
0.698 -0.352 -0.012
0.165 0.153 -0.166
0.553 -0.512 -0.087
0.595 -0.034 0.737
0.026 -0.600 0.398
0.241 -0.154 0.093
-0.051 -0.285 0.123
0.100 0.310 0.214
0.166 0.117 -0.251
-0.336 -0.115 0.019
0.206 0.236 -0.184
0.206 -0.115 0.167
-0.188 -0.174 -0.179
-0.104 0.222 0.204
-0.257 -0.153 -0.185
0.297 -0.029 0.084
0.368 0.047 -0.267
-0.148 0.272 0.012
0.091 -0.151 0.316
0.139 -0.041 -0.516
-0.318 -0.153 0.045
-0.005 0.410 0.022
0.157 -0.097 -0.385
0.126 -0.096 0.223
-0.326 -0.117 0.001
-0.059 -0.118 0.572
-0.018 0.175 0.183
-0.205 0.024 0.023
0.098 -0.553 -0.066
-0.174 -0.119 0.038
0.013 0.094 -0.228
0.464 0.049 0.178
0.174 -0.016 -0.197
-0.120 0.241 0.001
-0.145 -0.059 0.032
-0.374 -0.238 -0.094
-0.906 0.540 0.918
0.278 0.026 -0.195
0.541 0.272 0.180
0.101 0.081 -0.093
0.979 -0.386 -0.298
-0.110 -0.776 -0.149
0.033 -0.316 -0.393
0.455 0.035 -0.026
-0.060 0.110 0.234
-0.127 0.140 0.354
-0.081 -0.122 -0.057
-0.761 -0.008 -0.263
1.299 -0.283 -0.111
0.063 0.366 0.280
-0.808 0.189 0.122
0.251 -0.042 -0.277
-0.179 0.460 0.008
0.168 0.135 0.370
-0.246 -0.069 0.002
0.155 -0.523 -0.061
0.149 0.090 -0.195

***

A molecular structure, C19H43P3ReS2 at a distorted geometry. Source: OMol25; level of theory: the ωB97M-V functional and the def2-TZVPD basis.

Calculated values
Relative energy (zero: lowest compared OMol25 entry of this formula, charge and spin) ... 23.1 kcal/mol
Max |F| ... 3.89 eV/Å
<S²> ... 3.80
Net charge ... +4
Multiplicity ... 4
E_HOMO (alpha / beta) ... -0.761 / -0.759 Ha
Kohn-Sham gap (alpha / beta) ... 6.397 / 5.924 eV

Atoms and positions in Å:
Re -0.1474 0.0116 0.8452
P -1.6153 1.8562 1.0676
P -1.8147 -1.3242 2.0566
P 1.4493 1.3173 -0.2459
H -0.8491 -2.4990 -0.2697
C 0.0117 -1.8304 -0.3327
C 0.9954 -1.8445 0.7599
H 0.8584 -2.6099 1.5303
C -2.7166 1.9187 -0.3905
C -2.8357 2.0224 2.4435
C -0.9446 3.5666 1.1757
C -1.5367 -3.1394 2.1766
C -2.2146 -1.0493 3.8367
C -3.4749 -1.3343 1.2440
C 2.9710 0.4147 -0.7285
C 2.2952 2.6293 0.7485
C 0.8464 2.2311 -1.7229
H 0.4561 -1.7555 -1.3252
H 2.0302 -1.6915 0.4503
H -3.3612 2.8070 -0.3246
H -3.3383 1.0143 -0.4229
H -2.1099 1.9713 -1.3027
H -3.3549 2.9848 2.3096
H -2.3193 2.0329 3.4127
H -3.5762 1.2148 2.4242
H -1.7903 4.2548 1.3311
H -0.4208 3.8418 0.2538
H -0.2627 3.6474 2.0331
H -2.4707 -3.6049 2.5155
H -0.7486 -3.3536 2.9074
H -1.2583 -3.5815 1.2180
H -3.0406 -1.7204 4.1192
H -2.5215 -0.0205 4.0402
H -1.3446 -1.2902 4.4611
H -4.0446 -2.1992 1.6158
H -3.3475 -1.4362 0.1584
H -4.0347 -0.4177 1.4549
H 3.5749 1.0769 -1.3607
H 2.7616 -0.5079 -1.2854
H 3.5489 0.1595 0.1689
H 3.0551 3.1050 0.1085
H 2.7951 2.1882 1.6216
H 1.5953 3.3911 1.0994
H 1.6945 2.4147 -2.3978
H 0.4124 3.1892 -1.4166
H 0.0832 1.6708 -2.2806
C 1.4351 -1.1869 -4.9227
C 0.9092 -0.6259 -6.1064
C 1.1288 -1.2431 -7.3357
C 1.8628 -2.4268 -7.4272
C 2.4182 -2.9767 -6.2648
C 2.2069 -2.3641 -5.0178
S 1.3748 -0.3212 -3.4171
H 0.2370 -0.6090 -2.6484
H 0.3884 0.3171 -5.9964
H 0.7482 -0.8022 -8.2622
H 2.0227 -2.9204 -8.3976
H 3.0357 -3.8736 -6.3332
H 2.6712 -2.7356 -4.0968
C 1.7585 -0.9298 3.7497
S 0.9551 0.4202 2.8096
C 0.3217 1.3769 4.3009
H 2.0007 -1.7608 3.0863
H 1.1439 -1.2826 4.5905
H 2.6899 -0.4831 4.1273
H -0.4440 0.8326 4.8832
H 1.2312 1.5113 4.9087
H -0.0368 2.3613 3.9883

Cartesian forces, eV/Å:
-1.384 -1.571 -0.100
-1.999 2.986 1.445
-2.425 -1.627 1.224
2.630 2.523 -1.367
0.102 0.422 0.003
1.903 -0.385 1.740
-0.623 -1.827 -1.411
0.082 0.538 -0.087
0.413 -0.665 -0.378
0.135 -0.320 0.013
0.191 -0.135 -0.160
0.485 0.041 -0.187
0.192 0.433 -0.098
0.271 0.149 -0.118
-0.078 -0.648 -0.139
-0.229 0.037 0.088
-0.076 -0.079 -0.124
-0.204 0.421 0.241
-0.122 0.102 0.337
0.236 -0.182 0.099
0.056 0.284 -0.077
-0.293 0.072 0.042
0.180 -0.366 0.003
-0.231 0.059 -0.256
0.202 0.322 0.126
0.284 -0.257 -0.113
-0.132 0.073 0.358
-0.217 0.085 -0.241
0.216 0.197 -0.029
-0.169 -0.015 -0.093
-0.113 -0.121 0.228
0.273 0.151 -0.196
0.013 -0.258 0.009
-0.206 -0.032 -0.155
0.169 0.318 -0.093
-0.153 -0.040 0.181
0.056 -0.283 -0.110
-0.129 -0.067 0.138
0.164 0.346 0.221
-0.156 0.164 -0.106
-0.291 -0.165 0.130
-0.100 0.049 -0.359
0.238 -0.105 -0.134
-0.259 0.068 0.215
0.195 -0.193 -0.081
0.246 0.263 0.185
0.484 -2.164 -0.125
-0.248 0.123 -1.792
-0.728 1.134 -0.025
-0.540 0.469 -1.283
0.755 -0.444 2.596
0.360 -0.137 -0.073
-0.147 0.484 1.024
0.605 -0.117 -1.737
-0.138 -0.040 -0.416
0.032 -0.053 0.457
-0.095 0.300 0.452
-0.191 0.185 0.079
-0.181 -0.110 -0.592
0.227 -0.015 0.011
0.427 -0.472 2.038
0.028 0.004 -0.285
0.004 0.251 0.077
0.037 0.283 -0.342
-0.266 -0.192 -0.035
0.435 0.085 -0.544
-0.275 -0.087 -0.259
0.070 -0.243 -0.041